(1)
A molecular structure, C40H52CdClN4O8P2S in a non-equilibrium geometry. Source: OMol25; level of theory: ωB97M-V/def2-TZVPD.

Geometry as XYZ:
```
109
C40H52CdClN4O8P2S | OMol25 | ωB97M-V/def2-TZVPD
C -6.133 -6.765 -0.448
H -3.402 2.005 -2.705
C -0.943 -1.085 1.276
H -0.861 7.404 -2.779
H 3.485 0.883 -2.031
H 4.539 -2.465 2.364
C 1.548 -5.479 -1.274
H 0.824 7.096 -3.196
C 0.425 -1.857 -3.104
C -7.393 -6.513 1.439
C -0.112 6.650 -2.896
H 3.787 -1.873 0.898
H 1.231 7.566 -0.946
H -3.574 -1.428 3.499
H 4.101 -0.738 2.142
H -1.841 -2.786 4.667
O 0.939 4.791 -1.869
H -2.711 1.636 -4.202
H 2.905 3.098 3.940
C -0.476 2.865 -4.251
H -2.996 -0.537 1.224
C 0.858 -2.739 4.153
C 2.065 -4.242 -0.957
C -2.256 -1.048 1.811
O -1.058 3.051 -1.796
C 2.151 -2.668 3.677
H 0.958 2.742 6.148
C -4.973 -7.184 0.160
H 0.451 4.860 4.747
C -3.626 -6.204 -1.633
C 1.541 4.689 4.610
C -2.417 1.879 -3.188
N 1.683 -3.076 -1.473
C -6.022 -6.197 -1.800
H -0.491 2.484 0.545
H -6.930 -5.889 -2.279
H 1.980 4.868 5.570
H -0.432 5.914 -3.662
C 2.389 -2.024 2.440
C -0.162 -4.269 -2.467
Cl 4.859 -1.029 -2.010
C -0.785 -1.878 -3.942
H 5.286 3.757 -1.168
H -0.939 5.471 -1.243
H 4.573 2.719 1.030
H -2.748 -7.081 0.065
H -0.191 4.192 0.697
C 4.997 4.698 1.707
H 0.438 1.733 4.772
H 3.543 3.382 -1.106
C -1.641 -2.989 -3.990
N -2.389 -5.641 -1.894
H 0.221 3.683 -4.378
C 4.317 4.036 -0.739
C 3.782 -1.763 1.975
H 1.127 6.307 0.306
H 2.065 1.545 5.450
O 2.812 3.929 1.098
P 1.729 2.840 1.389
C -4.787 -5.897 -2.341
H -2.546 -2.960 -4.584
H 4.360 0.541 -0.385
Cd 1.739 -0.079 -0.421
H -7.187 -7.379 2.116
H -0.188 -6.418 -2.160
C -3.720 -6.846 -0.355
H -2.054 4.020 -3.228
C 0.044 5.945 -1.560
C 4.266 3.741 0.781
C -1.398 -4.066 -3.106
H -0.164 1.838 -4.183
N 1.378 -1.609 1.679
H -6.616 -5.752 1.720
O 1.183 3.114 2.829
H -1.939 0.988 -2.688
C 0.289 3.235 0.400
C 3.835 0.132 -1.277
O 1.185 -0.854 -3.077
O 2.200 1.465 1.146
H 0.674 -3.291 5.043
C -1.594 -2.228 3.784
H 3.028 -3.040 4.297
H -1.001 -0.986 -4.535
C -2.597 -1.627 3.045
C 0.685 -3.112 -2.350
C 0.103 -1.621 2.142
H 2.137 -6.332 -0.802
H 1.901 5.473 3.941
H 4.887 5.775 1.382
O 1.534 2.375 -1.938
C -1.553 3.062 -3.145
S -0.742 -0.499 -0.305
C 1.843 3.289 4.165
H 2.839 -4.210 -0.193
H 4.475 4.716 2.727
C 0.609 6.809 -0.510
C 1.272 2.308 5.171
H -8.394 -6.023 1.708
O -7.354 -6.828 0.084
H -0.325 7.275 -0.124
H 6.059 4.536 1.987
H -5.095 -7.623 1.136
P 0.502 3.333 -1.378
N -2.515 -4.818 -2.935
H -1.078 2.920 -5.185
C 0.389 -5.510 -2.032
H 4.154 5.097 -0.954
C -0.223 -2.159 3.435
H -4.607 -5.544 -3.341
```

Its charge is -1. The electronic energy is -111167.52608 eV. The calculation puts the energy above the lowest of the compared OMol25 structures with the same formula, charge and spin at 0.000 eV. As for the HOMO energy (alpha / beta): -3.061 / -3.062 eV.

---

(2)
2 unconnected molecules or ions with the total composition C4H10N2O2 in a non-equilibrium geometry. Source: OMol25; level of theory: ωB97M-V/def2-TZVPD.

Geometry as XYZ:
```
18
C4H10N2O2 | OMol25 | ωB97M-V/def2-TZVPD
H 0.965 -0.786 -1.207
N -0.723 -0.457 1.809
C 0.958 2.258 -1.963
C -2.043 -0.815 2.008
O 0.437 1.015 -1.834
H -0.041 -1.160 2.068
H -0.455 -1.772 -0.586
O -2.942 -0.520 1.264
H 1.195 2.496 -3.007
C -0.366 -0.003 0.479
C 0.442 -1.191 -0.306
H 0.478 0.659 0.621
H 1.982 -2.307 0.181
H 1.955 2.307 -1.461
N 1.217 -1.783 0.609
H 0.350 3.046 -1.495
H -1.176 0.332 -0.144
H -2.235 -1.321 2.964
```

The electronic energy is -11378.40214 eV. The calculation puts the energy above the lowest of the compared OMol25 structures with the same formula, charge and spin at 8.501 eV. As for the HOMO energy: -8.153 eV.

---

(3)
A molecular structure, C58H71BGeN9P2Ti in a non-equilibrium geometry. Source: OMol25; level of theory: ωB97M-V/def2-TZVPD.

Geometry as XYZ:
```
143
C58H71BGeN9P2Ti | OMol25 | ωB97M-V/def2-TZVPD
H -1.726 -4.173 2.208
P 1.445 -2.109 1.698
H 4.183 3.169 -4.398
H -0.476 2.936 6.807
H -2.783 3.788 -1.767
H -2.356 -2.196 6.488
H 4.489 0.006 -2.293
C -0.703 -2.489 -3.477
H 0.263 -5.628 1.152
C -0.842 1.967 4.930
H -3.586 1.484 -2.952
H 2.558 -0.566 4.046
C -3.782 -2.449 -0.747
C -3.929 1.667 1.086
C 5.483 -0.039 0.951
H 1.874 3.495 6.269
N -3.287 -0.908 -3.282
H 0.506 1.882 -6.636
H 1.775 2.972 -4.850
H 4.887 1.730 -2.343
C 0.885 1.275 -5.809
B -2.256 -0.881 -2.167
H -3.925 0.727 0.541
C 4.153 2.219 -4.935
H -1.025 -2.577 2.594
H 2.718 -1.996 -0.870
C -4.090 -2.140 5.221
C 1.141 -2.251 -2.300
C 2.659 -3.397 4.010
H 0.194 3.861 -0.515
C 2.153 1.873 -0.501
C 1.490 -3.855 0.937
H 3.391 -4.853 1.318
C -0.312 1.576 3.697
Ti 0.093 -0.334 0.027
H 6.362 -1.786 1.861
C 1.267 2.956 5.552
H 1.547 -5.519 2.342
H 0.108 -4.547 2.529
H 0.599 -2.882 3.781
C -2.781 -1.823 5.562
C -4.051 -0.763 -5.287
N -1.126 1.100 -0.905
H -2.677 -2.982 3.070
H -0.099 2.840 0.905
H 1.776 -1.378 5.404
H 3.494 -3.687 0.008
H -4.301 -0.459 2.294
H 3.105 -1.527 -2.513
H 2.843 2.782 4.103
C -3.858 -0.842 3.205
H 3.681 0.164 -4.658
H 1.805 0.787 -6.143
H 1.439 1.481 2.518
C 1.806 2.562 4.335
C -2.456 -2.617 0.999
H -0.977 1.966 -4.061
C -4.633 -0.729 -3.163
C -4.629 -1.642 4.041
N -2.725 -1.642 -0.910
H -4.332 -3.792 0.917
H -5.652 -1.877 3.772
C 2.782 4.538 -1.215
C 2.861 4.133 0.106
H -1.874 1.743 5.172
H 2.413 3.912 -3.209
C 3.712 1.065 -4.035
H -2.088 3.499 3.249
N -1.878 -1.735 0.166
C -2.539 -0.528 3.527
H -3.985 5.022 2.973
H 4.387 1.523 0.053
C -3.975 4.080 2.437
P 1.962 1.100 -3.292
C -1.341 2.429 -0.793
C -5.162 -0.635 -4.420
H 2.343 -3.830 4.962
H -4.902 -0.208 -7.165
H -0.993 -0.801 5.002
H 2.639 2.548 1.471
C -1.923 -3.107 2.296
C 5.455 -1.290 1.542
H -5.857 4.428 1.462
C 3.057 -0.058 0.637
C -2.870 1.983 1.935
H -3.129 -0.323 -7.166
C -0.572 3.355 0.074
H -4.686 -2.765 5.873
H 1.086 -3.677 -3.987
C 1.015 1.868 3.430
C 2.573 -2.264 -1.908
C -3.660 -3.084 0.459
C 3.030 -1.301 1.310
C 0.806 -4.935 1.798
H -4.117 -1.786 -7.163
Ge -1.446 0.646 2.349
H 0.880 -3.702 0.044
H 3.157 4.831 0.881
C -2.014 -1.032 4.718
C 4.316 0.557 0.518
C -0.210 2.742 -4.094
H 3.007 -3.242 -2.106
H -1.249 4.109 0.471
H -4.542 -2.543 -1.505
C -2.904 3.209 2.601
C 2.161 2.263 -1.867
C 4.227 -1.893 1.723
H -5.106 -0.623 -2.198
C 0.592 -2.948 -3.366
H 4.194 -2.863 2.189
H -5.810 2.270 0.246
H 2.656 -5.218 -0.234
C -4.998 2.535 0.915
H 3.524 2.327 -5.818
N -2.936 -0.913 -4.597
H -0.552 3.512 -4.791
H 3.002 5.560 -1.500
H -0.127 3.198 -3.107
C 2.440 3.603 -2.171
N 1.895 0.527 0.045
H 0.146 0.499 -5.596
H 5.168 2.014 -5.286
C 2.845 -4.414 0.482
H 3.593 -2.866 4.190
N -2.053 0.616 -1.787
H -6.198 -0.505 -4.689
C 1.675 -1.137 4.343
H 0.804 -0.504 4.222
H 6.424 0.477 0.803
C -4.048 -0.765 -6.782
C -2.378 2.799 -1.636
H 2.847 -4.220 3.325
C 1.111 2.153 -4.575
N -0.917 -1.567 -2.532
H 5.724 0.598 -3.409
H -1.464 -2.742 -4.190
C 1.564 -2.429 3.546
C 2.550 2.834 0.440
C -2.804 1.634 -2.228
N 0.208 -1.442 -1.758
C -0.055 2.648 5.851
C -5.026 3.745 1.592
C 4.759 0.832 -2.952
```

Its charge is +1. The electronic energy is -173593.93802 eV. The calculation puts the energy above the lowest of the compared OMol25 structures with the same formula, charge and spin at 0.000 eV. As for the HOMO energy (alpha / beta): -10.118 / -10.137 eV.

---

(4)
A molecular structure, C17H56AsF6N2O11 in a non-equilibrium geometry. Source: OMol25; level of theory: ωB97M-V/def2-TZVPD.

Geometry as XYZ:
```
93
C17H56AsF6N2O11 | OMol25 | ωB97M-V/def2-TZVPD
H -1.351 6.270 0.506
C -0.229 0.113 4.917
H 2.528 1.869 -0.979
C 1.155 -4.344 -4.408
F -1.086 -0.314 -2.062
F 1.449 -0.669 -1.679
H 1.414 -4.091 2.234
H -4.242 -1.267 -0.922
F -0.411 -2.333 -0.975
H -3.211 -1.950 -3.534
N -0.670 -7.332 -0.403
H -0.128 -7.262 -1.252
H 4.036 2.794 -0.563
H -0.797 5.780 2.150
H -0.079 -5.493 -1.541
O -5.572 0.115 -0.440
O -0.858 3.879 0.194
C -2.492 -2.235 -4.303
H -2.075 -3.197 -4.006
H -0.198 -0.513 4.025
H -4.162 -1.058 3.691
H -1.212 -0.911 -3.632
H -0.936 -8.207 0.027
H 5.880 1.420 -3.226
H 5.250 -0.527 -2.134
H 2.915 1.866 1.570
C 3.542 1.322 2.276
H 3.711 0.948 -3.035
O -3.288 3.514 -3.595
H 0.849 -2.570 2.962
H -4.937 -0.270 -2.259
H -1.271 0.378 5.096
H -3.033 0.263 3.443
O 5.454 1.972 -2.566
O -1.368 -1.361 -4.465
C 3.437 2.342 -1.353
F 1.096 -1.093 0.718
H 0.113 -4.417 -4.096
H 0.883 4.306 1.042
C 0.536 -3.482 2.453
C 0.796 1.207 4.713
C 4.252 1.321 -2.165
H -0.047 -0.556 5.757
F -1.416 -0.686 0.527
H 1.447 5.885 -0.937
C 0.617 5.186 -1.028
C -0.968 -6.137 0.126
H -2.377 2.393 -2.064
H -0.448 3.063 -0.100
H 1.192 2.893 3.448
H -3.312 4.444 -3.830
F 0.125 1.133 -0.277
C -2.569 3.421 -2.372
H -2.452 -1.398 3.121
C -4.571 -0.275 -1.232
O -0.525 -4.070 3.157
C 4.692 0.111 -1.449
H 1.661 -3.290 -2.870
H 3.090 3.134 -2.017
C 0.180 4.813 0.382
H 1.815 0.833 4.620
O 0.797 1.957 5.937
H 0.374 1.559 2.580
H 0.178 -3.221 1.457
H 0.979 4.285 -1.523
H -3.237 3.712 -1.561
O 3.041 0.065 2.501
H -0.102 2.224 6.143
As -0.047 -0.643 -0.628
H -0.171 5.659 -1.615
H -3.780 0.465 -1.111
C 0.415 2.130 3.507
H -5.352 -0.211 0.436
H -0.932 -4.740 2.604
O -1.469 -5.920 1.203
H -0.797 -4.256 -0.530
H 0.245 6.746 1.136
H -3.057 -2.400 -5.220
H 5.319 0.412 -0.609
H -2.903 -0.575 1.146
H 1.162 -3.639 -5.239
C -0.504 5.955 1.115
H -0.556 2.603 3.650
O 2.014 -4.093 -3.260
H 1.251 -5.345 -4.827
H -1.664 4.015 -2.494
C -3.313 -0.730 3.091
H 3.875 -0.428 -0.970
N -0.637 -5.231 -0.741
H 4.511 1.096 1.829
O -3.673 -0.738 1.697
H 2.625 -0.297 1.715
H 3.584 1.907 3.194
```

Its spin multiplicity is 2. The electronic energy is -121179.48050 eV. As for the HOMO energy (alpha / beta): -9.321 / -9.299 eV.